{"formula": "C57H74F6N12O13S6", "method": "ωB97M-V/def2-TZVPD", "symbols": ["C", "C", "C", "C", "C", "C", "N", "O", "C", "C", "C", "H", "H", "H", "H", "H", "H", "H", "H", "H", "H", "H", "H", "H", "H", "H", "H", "H", "H", "C", "N", "C", "C", "C", "C", "C", "C", "C", "C", "N", "C", "C", "C", "H", "H", "H", "H", "H", "H", "H", "H", "H", "H", "H", "H", "H", "H", "C", "N", "C", "C", "C", "C", "C", "C", "C", "C", "N", "C", "C", "C", "H", "H", "H", "H", "H", "H", "H", "H", "H", "H", "H", "H", "H", "H", "C", "N", "C", "C", "C", "C", "C", "C", "C", "C", "N", "C", "C", "C", "H", "H", "H", "H", "H", "H", "H", "H", "H", "H", "H", "H", "H", "H", "C", "N", "C", "C", "C", "C", "C", "C", "C", "C", "N", "C", "C", "C", "H", "H", "H", "H", "H", "H", "H", "H", "H", "H", "H", "H", "H", "H", "N", "S", "O", "O", "F", "S", "O", "O", "F", "N", "S", "O", "O", "F", "S", "O", "O", "F", "N", "S", "O", "O", "F", "S", "O", "O", "F"], "xyz": [[11.8442, -3.1363, 17.6878], [11.2636, -1.6650, 17.5088], [9.7273, -1.7952, 17.9685], [8.9645, -0.5547, 18.2132], [9.8074, 0.2317, 19.2269], [11.3541, 0.5177, 18.9214], [11.9568, -0.7254, 18.3620], [13.4017, -0.6695, 18.0987], [11.9646, 0.8251, 20.2736], [11.3938, 1.7678, 17.9779], [11.1236, -1.2436, 15.9903], [11.2681, -3.8402, 17.0873], [11.8118, -3.4974, 18.7158], [12.8640, -3.2833, 17.3320], [9.5777, -2.4649, 18.8154], [9.2292, -2.2823, 17.1302], [7.9929, -0.7084, 18.6827], [8.8520, 0.0435, 17.3090], [9.7393, -0.1852, 20.2317], [9.3985, 1.2357, 19.3409], [11.4476, 1.6633, 20.7407], [12.9287, 1.2992, 20.0898], [12.1273, -0.0376, 20.9196], [10.6914, 1.6174, 17.1581], [12.3256, 1.8647, 17.4206], [11.2331, 2.7528, 18.4161], [10.8563, -2.1051, 15.3783], [12.0518, -0.7620, 15.6827], [10.4510, -0.4027, 15.8213], [18.9445, 14.1974, 24.0915], [19.0867, 12.7528, 23.7564], [18.9204, 11.8259, 24.7111], [18.9114, 10.4837, 24.4260], [19.1648, 10.0655, 23.1757], [19.4664, 11.0834, 22.1973], [19.3460, 12.4329, 22.4549], [19.2839, 8.5652, 22.7977], [19.9040, 7.6286, 23.5783], [20.0162, 6.2951, 23.1853], [19.5532, 5.9308, 22.0300], [18.8674, 6.7521, 21.2339], [18.7694, 8.1413, 21.5935], [19.6211, 4.4880, 21.5505], [18.4956, 14.4632, 25.0485], [18.3523, 14.6468, 23.2944], [19.9511, 14.6127, 24.0416], [18.7363, 12.1383, 25.7284], [18.8420, 9.8468, 25.2954], [19.6464, 10.6488, 21.2252], [19.4455, 13.1681, 21.6700], [20.3688, 7.9905, 24.4835], [20.5630, 5.5613, 23.7589], [18.5284, 6.3610, 20.2860], [18.2885, 8.7902, 20.8765], [19.6246, 4.5144, 20.4609], [18.7276, 3.9918, 21.9294], [20.5683, 4.0865, 21.9107], [9.8737, -1.6353, 7.2035], [11.2092, -2.2137, 6.8544], [11.3311, -3.2016, 5.9373], [12.6518, -3.4806, 5.4839], [13.7924, -2.8618, 6.0700], [13.5316, -1.9703, 7.1249], [12.2323, -1.5921, 7.5034], [15.1597, -3.0769, 5.6049], [16.1726, -3.6361, 6.3740], [17.4343, -3.8216, 5.8357], [17.6607, -3.6451, 4.5266], [16.6833, -3.1015, 3.7389], [15.4152, -2.8489, 4.2109], [19.0123, -3.6697, 4.0735], [9.9183, -0.6062, 6.8470], [9.7761, -1.7106, 8.2865], [9.1110, -2.1636, 6.6315], [10.4539, -3.6144, 5.4615], [12.7744, -4.0180, 4.5551], [14.4398, -1.6412, 7.6080], [12.1595, -1.0589, 8.4398], [16.0833, -3.7730, 7.4415], [18.1831, -4.2297, 6.4985], [16.9150, -2.8543, 2.7134], [14.6745, -2.4731, 3.5206], [19.0427, -4.3244, 3.2025], [19.6025, -4.2098, 4.8139], [19.3232, -2.6314, 3.9579], [17.5600, -11.8406, 13.2253], [18.3455, -13.0840, 13.0442], [19.6744, -13.0296, 12.6823], [20.4198, -14.2236, 12.5422], [19.7777, -15.4509, 12.7669], [18.4604, -15.4126, 13.1393], [17.7672, -14.2466, 13.2066], [20.5473, -16.7320, 12.6700], [21.7225, -16.9658, 13.3085], [22.3085, -18.2059, 13.2500], [21.7383, -19.2292, 12.6008], [20.4697, -19.0460, 12.0506], [19.9414, -17.7630, 11.9766], [22.4793, -20.5320, 12.5284], [17.1303, -11.8703, 14.2266], [16.8348, -11.8731, 12.4122], [18.2219, -10.9763, 13.1699], [20.0710, -12.0715, 12.3804], [21.4584, -14.3204, 12.2625], [17.8645, -16.2626, 13.4371], [16.7676, -14.1281, 13.5979], [22.2758, -16.2451, 13.8924], [23.2084, -18.3808, 13.8210], [20.0180, -20.0035, 11.8370], [19.0433, -17.5306, 11.4236], [22.6052, -20.6706, 11.4546], [21.8373, -21.2942, 12.9700], [23.4396, -20.4877, 13.0422], [11.3175, -5.9724, 27.8572], [12.5324, -5.9706, 26.9539], [13.6848, -6.5313, 27.3566], [14.7337, -6.6563, 26.4388], [14.7102, -6.1664, 25.2068], [13.4865, -5.6456, 24.8383], [12.3806, -5.6184, 25.6158], [15.8906, -6.3768, 24.2834], [16.0874, -5.5136, 23.2115], [17.1632, -5.5953, 22.3630], [18.2161, -6.4013, 22.6676], [18.0937, -7.2916, 23.6744], [16.9549, -7.3346, 24.4364], [19.3224, -6.5210, 21.7008], [11.6396, -5.8101, 28.8858], [10.8425, -6.9472, 27.7473], [10.6343, -5.1445, 27.6676], [13.6703, -6.8646, 28.3838], [15.6290, -7.0887, 26.8606], [13.3150, -5.5207, 23.7794], [11.4190, -5.2342, 25.3090], [15.3729, -4.7329, 22.9963], [17.2254, -4.9113, 21.5294], [18.8574, -8.0414, 23.8194], [16.8957, -7.9840, 25.2973], [18.9695, -7.3318, 21.0634], [20.2098, -6.7817, 22.2775], [19.3061, -5.6204, 21.0869], [4.4488, -6.3207, 8.9162], [3.1516, -6.9078, 8.5850], [2.0157, -6.0341, 8.6903], [3.0064, -8.3703, 8.7349], [3.4762, -6.8317, 6.9793], [4.1256, -6.4814, 10.5778], [3.8876, -7.7925, 11.1684], [3.4571, -5.3494, 11.1496], [5.5431, -6.1233, 11.1735], [13.4707, -12.6356, 19.1406], [12.7168, -12.0665, 20.3032], [13.0792, -10.7112, 20.7615], [12.1945, -13.0210, 21.2520], [11.3144, -11.7200, 19.4960], [14.9787, -12.5853, 19.9400], [15.1806, -13.2346, 21.2296], [15.8368, -11.4358, 19.5952], [15.5658, -13.7068, 18.9984], [20.0440, -0.5997, 27.7842], [18.6037, -0.7954, 27.5599], [17.7755, -1.3328, 28.6026], [18.0427, -0.8999, 26.1858], [18.2624, 0.7712, 27.8803], [20.4202, -2.1622, 27.2494], [20.8678, -2.1828, 25.8873], [19.7101, -3.3207, 27.8055], [21.8039, -2.2596, 27.9853]], "forces_ev_per_angstrom": [[0.122, 0.711, -0.705], [-2.428, -1.335, 0.301], [0.310, -1.467, -1.003], [1.369, 1.708, 1.042], [0.511, 1.129, 0.038], [-2.067, -0.560, 0.076], [5.130, 1.065, -1.438], [-5.349, -0.053, 1.133], [1.382, 1.064, -0.488], [0.689, -0.877, -1.119], [1.372, 0.740, 0.806], [-0.393, 0.186, 0.019], [-0.152, 0.393, 0.098], [0.123, 0.557, 0.047], [0.480, -0.059, 0.180], [0.187, -0.489, -0.066], [-0.063, -0.238, -0.357], [-0.211, -0.031, -0.064], [0.014, -0.464, -0.074], [-0.118, 0.135, 0.064], [-0.599, -0.444, 0.258], [0.467, -0.386, 0.009], [-0.364, 0.097, -0.055], [-0.445, 0.113, 0.198], [0.469, -0.287, 0.385], [-0.328, -0.362, 0.533], [0.068, 0.159, 0.040], [0.483, -0.651, -0.227], [-0.652, -0.375, 0.361], [0.575, 0.459, -0.800], [-0.609, 1.035, 0.394], [-0.278, 0.342, -0.221], [0.363, 0.220, 2.121], [1.410, -1.024, -2.502], [-1.078, -1.522, 0.134], [0.078, -2.095, 0.731], [-0.684, 2.460, -0.388], [0.699, -0.684, 1.124], [1.159, 1.700, 2.052], [-1.407, -2.290, -2.475], [0.246, 3.421, 0.348], [-0.418, -2.760, -1.648], [0.293, 0.995, 0.412], [0.013, -0.766, -0.017], [-0.008, 0.028, 0.127], [-0.080, 0.170, 0.107], [0.060, 0.437, -0.108], [-0.363, -0.354, -0.156], [0.285, 0.762, -0.356], [0.045, 0.348, 0.388], [0.069, -0.480, 0.256], [-0.072, -0.004, 0.131], [-0.151, 0.072, 0.109], [-0.127, 0.089, 0.113], [0.003, -0.082, 0.191], [0.306, -0.220, 0.021], [-0.326, -0.258, 0.044], [0.439, -0.399, -0.590], [-1.343, 0.598, 1.014], [3.074, 1.139, -0.506], [-0.729, 0.913, -0.035], [-1.901, 0.081, 0.365], [-0.339, -0.296, 0.209], [3.014, -2.447, -0.955], [-0.855, -0.494, -1.795], [0.920, 1.044, 0.192], [-1.630, -0.655, 0.809], [-1.140, 1.020, 0.688], [-0.807, -0.058, 0.027], [1.134, -0.687, 0.954], [0.863, -0.922, -0.395], [-0.260, 0.015, 0.297], [-0.428, 0.072, -0.218], [-0.069, -0.012, 0.436], [-0.115, 0.062, 0.227], [-0.112, -0.628, 0.238], [-0.358, 0.667, 0.479], [-0.967, 0.482, -0.374], [-0.283, -0.229, 0.001], [0.448, 0.095, -0.469], [0.385, -0.229, -0.013], [-0.062, 0.122, 0.150], [0.306, 0.649, -0.441], [0.127, 0.422, 0.049], [0.489, -0.335, -0.408], [0.325, -0.408, -0.137], [2.729, 1.646, -0.895], [0.374, -1.540, -0.527], [-1.276, 0.701, 0.354], [1.563, 0.072, 0.075], [-1.504, -1.063, 0.061], [-0.929, 0.081, 1.332], [-1.602, 1.310, -0.347], [1.554, -0.003, 0.712], [0.018, 0.025, 0.045], [-0.684, 0.660, 0.676], [1.685, -0.017, 0.555], [-0.172, -1.680, -0.057], [-1.102, 0.352, -0.530], [-0.285, 0.033, -0.217], [-0.231, 0.523, 0.350], [-0.117, -0.168, -0.196], [0.013, 0.083, 0.375], [0.077, 0.895, -0.128], [0.318, -0.440, -0.185], [-0.294, -0.666, -0.194], [-0.313, 0.306, 0.051], [0.188, -0.246, -0.324], [-0.375, 0.291, -0.819], [-0.243, -0.514, 0.111], [0.254, -0.519, 0.191], [0.189, -0.112, -0.140], [-0.262, 0.255, -0.064], [0.653, 0.060, 0.210], [-0.900, -0.125, -1.020], [-1.007, 0.656, -0.863], [1.031, -0.982, 4.138], [0.598, -0.602, -1.580], [-0.633, -0.233, -2.794], [0.529, 0.310, 2.531], [1.461, 0.103, -0.512], [-0.965, 0.147, -0.092], [0.961, -0.018, 1.085], [-1.567, 0.071, -0.463], [-0.560, -0.007, -0.156], [-1.751, 1.294, 1.330], [-0.981, -0.437, 0.051], [0.223, -0.293, -0.095], [-0.107, 0.194, 0.040], [0.203, -0.163, -0.603], [0.463, -0.094, -0.010], [0.103, -0.163, -0.047], [-0.063, 0.640, -0.130], [-0.008, -0.183, -0.024], [-0.110, 0.019, -0.047], [0.364, -0.168, -0.096], [0.312, 0.270, -0.063], [0.227, -0.452, -0.264], [0.649, -0.210, -0.162], [0.165, 0.361, -0.566], [0.702, -0.010, 0.367], [4.392, 1.340, 5.981], [-6.600, -5.328, -7.826], [0.096, -0.740, 0.592], [-0.230, 2.841, 0.099], [-0.362, 0.034, -0.106], [1.924, 0.957, 4.341], [0.276, 1.745, -1.496], [-1.029, -0.355, -0.908], [1.752, -0.409, -0.694], [4.775, -0.480, -0.045], [-7.989, 3.343, 3.424], [0.332, -2.179, -0.308], [1.150, 0.854, -0.251], [1.121, -0.170, 0.089], [3.561, -0.886, -1.637], [-1.147, 1.654, -1.351], [-1.954, -1.508, 0.771], [0.394, -0.389, -0.725], [4.728, -3.793, -0.782], [-10.744, 4.822, -0.613], [0.653, -1.340, -0.364], [1.762, -0.723, 1.932], [0.178, 0.400, -0.519], [3.685, -2.060, 0.624], [-1.065, 0.026, 0.005], [0.448, 2.334, -1.191], [0.191, 0.201, 0.605]], "orbital_gap_ev": 0.8, "lumo_energy_ev": -8.603, "total_charge": 4, "energy_ev": -186069.39165}